# 1
DFT (ωB97M-V with the def2-TZVPD basis set) results for one molecule with the formula C6H10O in a non-equilibrium geometry.

Values from the calculation:
- HOMO (eV) = -9.1
- ΔE to the lowest compared entry with this formula, charge and spin (kcal/mol) = 50.8

Atoms and positions in Å:
1 H 0.048 0.020 -2.027
2 H -0.506 -1.922 -0.322
3 C -0.957 0.272 -0.124
4 C 0.390 0.626 0.830
5 H -1.617 -1.532 1.000
6 O 1.681 -0.912 0.593
7 H -1.893 0.707 0.245
8 C -0.765 -1.165 0.422
9 H -1.712 0.061 -2.131
10 H 1.822 0.622 -0.833
11 H 0.470 -1.114 2.300
12 H 2.543 0.987 0.728
13 H -0.018 1.586 1.273
14 C -0.848 0.497 -1.616
15 C 0.428 -0.762 1.271
16 C 1.714 0.464 0.243
17 H -0.811 1.564 -1.865


# 2
DFT (ωB97M-V with the def2-TZVPD basis set) results for one molecule with the formula C6H10O in a non-equilibrium geometry.

Values from the calculation:
- HOMO (eV) = -9.8
- ΔE to the lowest compared entry with this formula, charge and spin (kcal/mol) = 25.9

Atoms and positions in Å:
1 C 1.393 2.627 0.470
2 C 0.790 1.489 0.767
3 H 1.222 0.858 1.540
4 H 1.203 3.289 -0.368
5 H 0.243 -2.408 0.396
6 C -0.750 -0.516 0.472
7 H -1.860 -2.079 -1.320
8 H -1.232 1.594 0.182
9 C -0.380 0.917 0.062
10 H -1.833 -0.603 0.318
11 C 0.034 -1.572 -0.291
12 H 2.242 3.035 1.003
13 C -0.789 -2.389 -1.258
14 H -0.166 0.960 -1.014
15 H -0.703 -0.689 1.548
16 O -0.385 -3.352 -1.847
17 H 0.970 -1.162 -0.659


# 3
DFT (ωB97M-V with the def2-TZVPD basis set) results for C6H10O as an isolated structure.

Values from the calculation:
- HOMO (eV) = -9.1
- ΔE to the lowest compared entry with this formula, charge and spin (kcal/mol) = 113.2

Atoms and positions in Å:
1 H 1.637 -1.630 -0.685
2 H 2.686 -0.293 -1.365
3 C -0.032 0.211 0.788
4 C 1.963 -0.597 -0.607
5 H -2.923 0.005 -1.166
6 C 1.123 0.560 -0.129
7 H 1.210 1.510 -0.647
8 C -1.242 -0.456 0.149
9 O 0.639 -0.698 1.680
10 C 2.234 -0.012 0.710
11 H 1.768 -0.304 1.831
12 C -2.056 0.505 -0.721
13 H -1.867 -0.865 0.952
14 H -2.430 1.354 -0.136
15 H -1.452 0.909 -1.543
16 H -0.898 -1.312 -0.445
17 H -0.360 1.112 1.333


# 4
DFT (ωB97M-V with the def2-TZVPD basis set) results for one molecule with the formula C6H10O in a non-equilibrium geometry.

Values from the calculation:
- HOMO (eV) = -9.6
- ΔE to the lowest compared entry with this formula, charge and spin (kcal/mol) = 70.1

Atoms and positions in Å:
1 H -2.223 -0.204 0.995
2 H -0.175 -1.899 0.735
3 C 0.166 1.080 0.373
4 H -0.648 0.090 -1.607
5 H -0.009 2.242 0.267
6 O 0.178 0.227 1.494
7 C 1.536 -0.882 -0.068
8 H 1.592 -1.562 -0.929
9 C 1.530 0.723 -0.312
10 H 2.168 -1.189 0.773
11 H -2.694 -1.027 -0.387
12 H 1.703 1.182 -1.290
13 H 2.231 1.139 0.304
14 C -2.062 -0.051 -0.009
15 C -0.755 0.045 -0.462
16 H -2.690 0.896 -0.283
17 C 0.151 -0.809 0.406


# 5
DFT (ωB97M-V with the def2-TZVPD basis set) results for one molecule with the formula C6H10O.

Values from the calculation:
- HOMO (eV) = -8.5
- ΔE to the lowest compared entry with this formula, charge and spin (kcal/mol) = 70.0

Atoms and positions in Å:
1 C -2.027 -0.285 0.270
2 H -0.731 0.709 1.638
3 H 1.353 1.993 0.836
4 C 0.647 0.095 0.069
5 H 0.602 2.133 -0.756
6 C -0.662 -0.060 0.864
7 C 1.208 -0.876 1.131
8 H 1.226 -1.835 -0.705
9 H -2.411 0.666 -0.122
10 O -0.028 -1.199 1.533
11 H 2.222 1.438 -0.596
12 C 1.232 1.487 -0.129
13 H 1.484 -0.539 -1.858
14 H -2.023 -1.014 -0.543
15 C 0.785 -0.899 -1.102
16 H -0.158 -1.187 -1.571
17 H -2.721 -0.629 1.042


# 6
DFT (ωB97M-V with the def2-TZVPD basis set) results for a 2-piece molecular cluster, C6H10O overall in a non-equilibrium geometry.

Values from the calculation:
- HOMO (eV) = -8.6
- ΔE to the lowest compared entry with this formula, charge and spin (kcal/mol) = 105.8

Atoms and positions in Å:
1 O -0.283 1.113 1.426
2 H -2.352 1.320 -1.944
3 H 1.938 -0.994 -0.541
4 H -0.196 0.091 -1.685
5 H -2.586 -0.052 -0.863
6 C -2.066 0.907 -0.964
7 H -0.086 1.749 -1.075
8 H 2.200 -0.568 1.215
9 C -0.527 0.768 -0.896
10 H -2.458 1.589 -0.204
11 C 0.366 -2.270 0.918
12 C 0.105 0.269 0.403
13 H -0.114 0.692 2.279
14 H 0.547 -3.307 1.088
15 C 2.238 -0.246 0.183
16 C -0.013 -1.138 0.713
17 H 3.288 0.076 -0.054